Entry 1:
Density functional theory data (ωB97M-V/def2-TZVPD) for a structure of composition C42H41BrN6O3PPbS.

The largest force on an atom comes out at 0.01359 Eh/bohr. The total charge is +1. The molar mass is 1028.0 g mol⁻¹. The value obtained for the energy above the lowest of the compared OMol25 structures with the same formula, charge and spin is 50.2 kcal/mol. For the LUMO energy, the calculation gives -4.001 eV. The HOMO-LUMO gap is 5.9686 eV.

Atoms and positions in Å:
Pb1 0.4316 -0.3451 -0.3825
Br1 -1.1300 3.3791 3.2709
S1 -1.9495 -1.3924 -0.5205
P1 0.2238 2.3281 -1.6288
O1 1.2263 -2.2745 0.1279
O2 2.6640 -3.8710 -0.4486
O3 -5.8597 2.5114 5.1320
N1 -1.2816 -1.0825 2.1559
N2 -3.2489 -1.9762 1.7849
N3 -0.2422 -0.4748 1.8453
N4 2.8435 0.3663 -0.1273
N5 -3.1233 1.8708 2.1006
N6 -4.2198 -2.3734 1.0331
C1 3.5490 2.2900 -3.9812
C2 1.5143 3.9715 0.1358
C3 -2.8603 2.5829 3.1724
C4 -4.1625 3.1424 -2.6910
C5 2.3925 1.3009 3.7131
C6 2.4441 2.7304 -3.2793
C7 0.7901 3.9554 -1.0552
C8 1.4583 1.8303 -2.8521
C9 -5.0050 2.2911 4.1165
C10 0.7756 -0.9501 4.0345
C11 -5.3368 1.5623 2.9770
C12 -3.5734 3.5660 -1.5080
C13 0.6598 -0.1510 2.9041
C14 1.9946 5.1508 0.6760
C15 3.7134 0.9307 -4.2406
C16 2.5282 0.5007 4.8389
C17 -3.7312 2.8353 4.2157
C18 1.7140 -0.6153 4.9975
C19 2.4402 -2.7865 0.0313
C20 0.5564 5.1578 -1.7448
C21 -5.4521 -2.7908 1.5766
C22 1.0309 6.3365 -1.1744
C23 -0.1475 5.2411 -3.0737
C24 -6.9300 -3.1306 3.4225
C25 1.6167 0.4550 -3.1290
C26 0.6433 -0.5221 -2.6585
C27 1.4528 0.9703 2.7505
C28 -2.0539 2.1812 -3.4300
C29 -7.6509 -3.6632 1.1954
C30 -7.9096 -3.6005 2.5571
C31 -2.2431 3.2805 -1.2768
C32 -5.6969 -2.7200 2.9423
C33 -1.3193 1.5113 -4.5614
C34 3.5721 -1.9119 0.5530
C35 2.7640 0.0276 -3.8109
C36 1.7350 6.3429 0.0190
C37 -6.4219 -3.2598 0.6998
C38 -4.3680 1.3897 2.0115
C39 -1.4744 2.5916 -2.2218
C40 -3.4057 2.4653 -3.6291
C41 3.8220 -0.7220 -0.3670
C42 -2.1673 -1.5047 1.2063
H1 -5.2050 3.3539 -2.8901
H2 -1.6880 1.8944 -5.5124
H3 -0.4022 -0.3040 -2.8646
H4 2.9983 1.1245 -0.7888
H5 -3.8606 2.1629 -4.5649
H6 1.6911 3.0393 0.6550
H7 4.8347 -0.3402 -0.2226
H8 -3.4464 3.4250 5.0737
H9 2.5517 5.1419 1.6034
H10 3.2589 0.7499 5.5962
H11 3.7350 -1.0241 -1.4118
H12 1.2705 1.6162 1.9029
H13 4.5837 0.5832 -4.7813
H14 -4.1098 -2.3508 0.0214
H15 2.9953 0.7440 0.8033
H16 -1.2136 5.4371 -2.9423
H17 -1.4961 0.4331 -4.5684
H18 -4.1455 4.1076 -0.7660
H19 0.1539 -1.8282 4.1358
H20 0.8558 7.2707 -1.6943
H21 -4.5894 0.8359 1.1072
H22 -8.8676 -3.9203 2.9432
H23 -1.7881 3.5994 -0.3480
H24 -4.9284 -2.3545 3.6081
H25 2.9972 2.1917 3.5995
H26 0.8853 -1.5649 -2.8455
H27 -6.2127 -3.3159 -0.3623
H28 -7.1252 -3.0849 4.4857
H29 -0.2466 1.6810 -4.5320
H30 2.3459 3.7837 -3.0545
H31 -6.3233 1.1336 2.8496
H32 2.0892 7.2794 0.4290
H33 -8.4053 -4.0329 0.5141
H34 0.2719 6.0556 -3.6636
H35 3.3404 -1.5587 1.5629
H36 4.2860 3.0029 -4.3256
H37 4.4715 -2.5217 0.5989
H38 -6.7068 2.0858 4.9593
H39 2.8847 -1.0297 -4.0154
H40 1.8191 -1.2390 5.8750
H41 -0.0561 4.3243 -3.6535

Entry 2:
Density functional theory data (ωB97M-V/def2-TZVPD) for a cluster of 3 separate species, C18H35ClN3O6 in total in a non-equilibrium geometry.

The largest force on an atom comes out at 0.12406 Eh/bohr. The total charge is +1. The molar mass is 424.9 g mol⁻¹. The value obtained for the energy above the lowest of the compared OMol25 structures with the same formula, charge and spin is 181.5 kcal/mol. For the LUMO energy, the calculation gives -3.727 eV. The HOMO-LUMO gap is 7.9901 eV.

Atoms and positions in Å:
Cl1 -3.3744 2.2528 -2.8675
O1 -3.6144 -3.8295 6.2095
O2 2.3266 -4.3068 2.1567
O3 0.1063 -4.0228 2.6627
O4 -3.9378 -4.4144 8.3012
O5 -1.8871 -3.5750 7.7046
O6 0.9898 -3.5251 0.5999
N1 -1.5663 4.6481 -3.4127
N2 -0.3532 0.9270 -4.0419
N3 0.5435 3.5415 -4.2314
C1 -3.4180 -4.6356 9.6101
C2 1.5036 6.5806 -2.7441
C3 -0.1340 4.8511 -3.8947
C4 2.3700 6.5377 -5.8606
C5 2.5413 -4.6927 3.5122
C6 -3.0343 -3.8979 7.4322
C7 2.8605 -1.0792 -2.6341
C8 1.3423 -0.9427 -3.2429
C9 1.1057 0.4532 -4.1285
C10 -2.7805 -3.3376 5.1529
C11 -1.8101 -4.4071 4.6837
C12 -1.8287 3.1561 -3.4049
C13 0.3883 6.4048 -3.9326
C14 -0.6151 -1.6991 0.6867
C15 -0.2965 -3.0829 0.1487
C16 1.0438 -3.9654 1.8802
C17 -0.4464 2.4339 -3.9465
C18 0.8494 6.9498 -5.4081
H1 1.8710 1.2705 -3.7881
H2 0.0724 6.6069 -6.2144
H3 -0.6538 0.5851 -3.0796
H4 -0.2530 -3.0447 -0.9451
H5 -2.2133 5.4299 -3.1142
H6 -1.5548 -1.3275 0.2681
H7 2.5029 5.3777 -5.9376
H8 3.6269 -0.6492 -3.4078
H9 1.5147 3.4213 -4.5932
H10 -2.9588 -3.7281 10.0156
H11 1.8506 -5.4863 3.8152
H12 2.5518 7.0270 -6.9303
H13 -2.6964 -5.4577 9.5890
H14 1.2900 7.6051 -2.2002
H15 -0.5461 7.0742 -3.6100
H16 1.2498 0.1174 -5.2607
H17 1.1655 -1.8986 -3.9300
H18 -1.1036 -4.6769 5.4742
H19 -4.2486 -4.9206 10.2618
H20 0.1876 -0.9958 0.4412
H21 3.5622 -5.0747 3.5990
H22 0.8331 8.1417 -5.3410
H23 -1.2387 -4.0591 3.8183
H24 2.4405 -3.8217 4.1666
H25 -2.2592 -2.4243 5.4629
H26 3.1495 -2.2030 -2.4101
H27 2.8939 -0.5252 -1.5798
H28 -0.7058 -1.7080 1.7769
H29 1.3180 5.7297 -1.9341
H30 0.5995 -1.0501 -2.3450
H31 2.6180 6.4694 -3.0832
H32 -3.4449 -3.0639 4.3261
H33 3.1240 7.0693 -5.1287
H34 -2.3466 -5.3223 4.4122
H35 -1.0725 -3.8104 0.4148